#i
2 unconnected molecules or ions with the total composition C3H9NO2. Source: the Open Molecules 2025 dataset; level of theory: wB97M-V/def2-TZVPD.

## Properties
Net charge = -1
<S²> = 0.75
HOMO-LUMO gap (alpha / beta) = 0.1232 / 0.3608 Eh
Spin multiplicity = 2
E_HOMO (alpha / beta) = 0.88 / -5.78 eV
LUMO energy (alpha / beta) = 4.2 / 4.0 eV

Geometry (Å):
C1 1.426 1.020 -0.750
C2 0.668 0.058 0.267
N1 -0.487 -2.572 0.483
H1 1.301 2.162 -0.475
H2 2.488 0.608 -0.882
H3 0.632 0.820 -1.637
H4 1.165 -0.897 0.071
H5 1.144 0.573 1.288
H6 0.071 -1.808 0.925
H7 -0.508 -3.377 -0.159
H8 -1.562 -2.170 0.145
O1 -0.736 0.267 0.104
C3 -1.546 1.374 0.146
O2 -2.488 1.532 0.897
H9 -1.567 2.408 -0.422

#ii
2 unconnected molecules or ions with the total composition C3H9NO2. Source: the Open Molecules 2025 dataset; level of theory: wB97M-V/def2-TZVPD.

## Properties
Net charge = -1
<S²> = 0.75
HOMO-LUMO gap (alpha / beta) = 0.1129 / 0.3002 Eh
Spin multiplicity = 2
E_HOMO (alpha / beta) = 1.16 / -4.00 eV
LUMO energy (alpha / beta) = 4.2 / 4.2 eV

Geometry (Å):
C1 -1.352 -0.808 -1.172
N1 -0.774 -2.148 -1.361
H1 2.615 -0.450 0.709
H2 -0.846 -2.623 -0.467
H3 -1.302 -2.745 -1.982
H4 -2.105 -0.888 -0.380
H5 -1.995 -0.534 -2.043
H6 -0.579 -0.108 -0.888
C2 0.833 2.101 1.026
C3 0.879 0.602 1.074
O1 0.014 -0.313 1.059
O2 2.279 0.344 1.160
H7 -0.159 2.419 1.424
H8 1.040 2.583 0.050
H9 1.451 2.569 1.791

Q: Which of them is the most stable? A: #ii.

#i
2 unconnected molecules or ions with the total composition C10H15NO2. Source: the Open Molecules 2025 dataset; level of theory: wB97M-V/def2-TZVPD.

## Properties
SMILES = Cc1ccc(O)cc1.CCC(N)=O
HOMO-LUMO gap = 0.3427 Eh
E_HOMO = -8.76 eV
LUMO energy = 0.6 eV

Geometry (Å):
C1 1.235 1.787 -0.084
C2 1.572 2.265 1.339
C3 0.747 2.903 -0.972
O1 1.227 4.021 -0.915
N1 -0.114 2.600 -1.993
H1 2.183 1.395 -0.459
H2 0.550 0.934 -0.027
H3 0.783 2.163 2.085
H4 -0.251 3.434 -2.542
H5 -0.506 1.687 -2.105
H6 1.912 3.295 1.323
H7 2.434 1.712 1.720
C4 -0.517 -1.983 2.610
C5 -0.756 -1.983 1.129
C6 -1.475 -0.947 0.544
C7 -0.001 -2.807 0.294
C8 -1.441 -0.719 -0.820
C9 -0.074 -2.679 -1.078
C10 -0.790 -1.640 -1.641
O2 -0.764 -1.505 -3.003
H8 0.097 -2.800 2.968
H9 -1.470 -2.073 3.135
H10 -2.021 -0.193 1.110
H11 0.630 -3.563 0.735
H12 -1.863 0.151 -1.317
H13 0.414 -3.375 -1.752
H14 -1.545 -1.051 -3.325
H15 -0.196 -1.028 3.041

#ii
2 unconnected molecules or ions with the total composition C10H15NO2. Source: the Open Molecules 2025 dataset; level of theory: wB97M-V/def2-TZVPD.

## Properties
SMILES = Cc1ccc(O)cc1.CCC(N)=O
HOMO-LUMO gap = 0.3458 Eh
E_HOMO = -8.78 eV
LUMO energy = 0.6 eV

Geometry (Å):
C1 0.456 2.304 -0.409
C2 1.066 3.135 0.726
C3 1.490 1.846 -1.404
O1 2.363 2.574 -1.826
N1 1.367 0.530 -1.754
H1 -0.200 1.514 -0.028
H2 -0.281 2.935 -0.916
H3 1.784 2.511 1.271
H4 1.794 0.136 -2.574
H5 0.594 0.038 -1.339
H6 0.314 3.441 1.442
H7 1.636 3.943 0.292
C4 1.207 -1.540 1.901
C5 0.018 -1.614 0.984
C6 -1.163 -0.952 1.326
C7 0.094 -2.143 -0.294
C8 -2.253 -0.920 0.476
C9 -1.027 -2.235 -1.116
C10 -2.192 -1.596 -0.739
O2 -3.274 -1.707 -1.570
H8 1.869 -2.380 1.692
H9 0.949 -1.471 2.946
H10 -1.249 -0.486 2.297
H11 0.996 -2.672 -0.589
H12 -3.160 -0.389 0.734
H13 -1.017 -2.844 -2.008
H14 -4.025 -1.265 -1.165
H15 1.846 -0.692 1.644

#iii
2 unconnected molecules or ions with the total composition C10H15NO2. Source: the Open Molecules 2025 dataset; level of theory: wB97M-V/def2-TZVPD.

## Properties
SMILES = Cc1ccc(O)cc1.CCC(N)=O
HOMO-LUMO gap = 0.3373 Eh
E_HOMO = -8.42 eV
LUMO energy = 0.8 eV

Geometry (Å):
C1 -0.600 0.769 -2.354
C2 -0.769 0.042 -3.685
C3 -0.339 2.247 -2.470
O1 -1.077 3.025 -1.857
N1 0.639 2.753 -3.271
H1 -1.487 0.651 -1.742
H2 0.215 0.349 -1.752
H3 -1.774 -0.260 -3.967
H4 0.703 3.739 -3.263
H5 0.999 2.198 -4.026
H6 -0.248 -0.923 -3.716
H7 -0.189 0.475 -4.510
C4 2.660 -0.737 1.833
C5 -0.674 -1.881 3.237
C6 -1.532 -1.057 2.550
C7 0.694 -1.741 2.962
C8 1.190 -0.681 2.158
C9 -1.125 -0.082 1.653
C10 0.248 0.079 1.487
O2 -2.915 -1.210 2.692
H8 -0.863 -2.708 3.908
H9 1.371 -2.264 3.627
H10 -1.839 0.581 1.198
H11 -3.040 -2.064 3.121
H12 3.167 0.217 2.006
H13 2.675 -1.012 0.778
H14 0.682 0.915 0.939
H15 3.227 -1.418 2.463

Q: Which of them is the most stable? A: #ii.

#i
4 unconnected molecules or ions with the total composition C2H12N2O3. Source: the Open Molecules 2025 dataset; level of theory: wB97M-V/def2-TZVPD.

## Properties
SMILES = [H]/N=C/NC.O.O.O
HOMO-LUMO gap = 0.3458 Eh
E_HOMO = -9.15 eV
LUMO energy = 0.3 eV

Geometry (Å):
C1 0.196 2.001 1.600
N1 -0.145 1.264 0.419
C2 -0.614 1.778 -0.740
N2 -0.953 1.116 -1.785
H1 1.232 1.865 1.909
H2 -0.332 1.628 2.487
H3 -0.076 3.035 1.416
H4 -0.274 0.254 0.397
H5 -0.763 2.867 -0.707
H6 -0.922 1.784 -2.549
H7 -2.562 -1.292 -0.100
H8 -3.947 -0.943 -0.711
O1 -3.399 -0.877 0.085
H9 2.335 -4.066 1.952
H10 2.255 -5.400 1.260
O2 2.875 -4.817 1.645
H11 1.724 -0.388 -1.507
H12 1.266 0.184 -2.746
O3 2.104 0.006 -2.325

#ii
4 unconnected molecules or ions with the total composition C2H12N2O3. Source: the Open Molecules 2025 dataset; level of theory: wB97M-V/def2-TZVPD.

## Properties
SMILES = [H]/N=C/NC.O.O.O
HOMO-LUMO gap = 0.3449 Eh
E_HOMO = -8.88 eV
LUMO energy = 0.5 eV

Geometry (Å):
C1 0.010 1.609 -1.964
N1 -0.916 0.880 -1.112
C2 -0.842 -0.467 -0.737
N2 -1.769 -1.102 -0.032
H1 -0.508 2.000 -2.831
H2 0.425 2.529 -1.335
H3 0.856 1.016 -2.070
H4 -1.915 1.051 -1.272
H5 0.100 -0.880 -0.951
H6 -1.513 -2.108 0.138
H7 2.740 0.051 1.218
H8 1.352 0.438 1.329
O1 2.018 -0.292 1.645
H9 -0.532 -3.183 1.862
H10 0.595 -3.222 0.918
O2 -0.302 -3.414 0.945
H11 -0.537 1.437 0.944
H12 0.244 2.032 2.130
O3 0.497 1.624 1.175

Q: Which of them is the most stable? A: #i.